1.
Here is a 2-piece molecular cluster, C4H10N2P overall from the OMol25 dataset. Energies are from the ωB97M-V functional and the def2-TZVPD basis.

```
17
Properties=species:S:1:pos:R:3:forces:R:3
C -1.7669 -1.0994 0.8472 0.1 0.8 0.3
C 0.4951 -0.0598 -0.4384 2.1 -0.5 -0.8
C -0.2902 -1.2516 -1.0564 1.8 -1.6 0.7
C 0.3908 -0.1385 1.0430 0.5 0.4 -2.3
N -1.6159 -1.3493 -0.4407 -1.4 0.5 -1.4
N -0.7626 -0.5901 1.5750 0.8 -0.4 2.0
P 2.2438 3.4621 -1.0341 -0.2 0.6 -0.7
H -2.7114 -1.0570 1.3447 -0.6 -0.7 -0.1
H 1.6517 -0.0254 -0.7943 -2.6 -0.5 0.9
H 0.1702 0.9463 -0.7861 -0.4 -0.6 0.0
H -0.3340 -1.1185 -2.1221 -0.5 -0.1 -0.4
H 0.2253 -2.3104 -0.8728 -0.7 2.4 -0.3
H 0.9898 0.5786 1.5228 0.5 0.3 1.5
H -2.4510 -1.3972 -1.1057 1.5 -0.1 1.7
H -0.6947 -0.6185 2.6380 -1.2 0.0 -1.9
H 2.8661 2.3509 -0.5041 0.5 -0.8 0.3
H 1.5937 3.6779 0.1839 -0.3 0.2 0.4
```
Positions in Å, forces in eV/Å.

Values from the calculation:
2S+1: 1
M (g mol⁻¹): 117.11
Net charge: +1
Maximum force (hartree/bohr): 0.0555
Frontier orbital gap (alpha / beta) (eV): 7.00 / 7.96
Energy above the lowest of the compared OMol25 structures with the same formula, charge and spin (kJ/mol): 279.9
HOMO (alpha / beta) (eV): -11.772 / -12.086


2.
Here is a 2-piece molecular cluster, C3H8N3 overall from the OMol25 dataset. Energies are from the ωB97M-V functional and the def2-TZVPD basis.

```
14
Properties=species:S:1:pos:R:3:forces:R:3
C -0.7951 -0.5218 -0.2460 3.2 -0.5 3.0
C 0.6140 -0.7634 0.3942 -0.5 0.6 -2.9
C 1.1029 0.6756 0.5430 -0.5 1.0 1.9
N -1.0361 0.7314 -0.4360 -2.0 0.8 -1.0
N -1.6088 -1.5471 -0.2007 -2.4 4.6 -2.1
N 0.0942 1.4445 -0.2924 2.6 1.2 -3.4
H 0.4878 -1.4131 1.2117 0.0 -0.1 1.6
H 1.1931 -1.3804 -0.3157 0.2 0.6 0.1
H 0.9825 1.1621 1.5919 0.1 -1.2 -1.5
H 2.1133 0.8829 0.2375 0.2 0.0 -0.3
H -1.3050 -2.3957 0.0705 0.8 -3.3 0.9
H -2.5514 -1.3011 -0.4860 -0.1 -1.0 0.1
H 0.0970 2.4805 -0.2394 -1.0 -1.1 0.9
H 0.6115 1.9456 -1.8325 -0.6 -1.5 2.8
```
Positions in Å, forces in eV/Å.

Values from the calculation:
2S+1: 1
M (g mol⁻¹): 86.12
Net charge: +1
Maximum force (hartree/bohr): 0.1097
Frontier orbital gap (alpha / beta) (eV): 8.17 / 8.32
Energy above the lowest of the compared OMol25 structures with the same formula, charge and spin (kJ/mol): 469.2
HOMO (alpha / beta) (eV): -14.029 / -13.979


3.
Here is one molecule with the formula C9H16N2 from the OMol25 dataset. Energies are from the ωB97M-V functional and the def2-TZVPD basis.

```
27
Properties=species:S:1:pos:R:3:forces:R:3
C -0.2614 1.6003 0.0786 1.5 3.3 0.3
C -2.6030 -0.0964 -0.2734 0.4 0.3 -1.6
C -1.4341 -0.0665 0.4906 -0.9 -3.1 -0.8
C 0.9121 0.6213 0.1798 -2.6 0.7 -0.9
C -0.0297 -0.6113 -0.0241 0.1 -0.9 1.5
C 2.0050 0.8542 -0.8237 0.2 -3.2 -0.4
C 1.3918 0.7526 1.5651 2.5 1.0 1.2
C -0.0159 -1.0916 -1.4312 -1.2 0.3 -0.8
C 0.3497 -1.9186 0.7663 -1.4 0.3 1.0
N -0.5863 2.7266 -0.2890 -1.2 -2.4 1.1
N -3.7254 -0.3649 0.3318 -0.5 0.1 1.9
H -2.6191 0.1381 -1.3602 0.4 -0.4 0.5
H -1.7750 -0.0471 1.5365 1.1 0.0 -0.1
H 2.5337 -0.1944 -0.7835 -0.2 2.3 -0.5
H 2.6179 1.6685 -0.5784 1.2 0.9 0.9
H 1.6938 1.0965 -1.8320 -0.4 -0.5 -0.3
H 1.7298 1.8041 1.7559 -1.1 -0.5 0.3
H 2.3772 0.3001 1.7254 -0.1 -0.7 -0.4
H 0.7672 0.2861 2.3010 -0.6 0.5 0.5
H -0.7519 -1.8824 -1.5592 0.0 -0.1 -0.1
H 0.9556 -1.4654 -1.6263 0.9 -0.6 -0.4
H -0.2139 -0.3463 -2.1851 -0.2 0.5 -0.2
H 1.2015 -2.4974 0.3715 -0.4 0.5 -0.1
H -0.5941 -2.5706 0.7281 1.5 0.7 0.3
H 0.5902 -1.6573 1.8211 -0.4 -0.5 -0.6
H 0.0501 3.3503 -0.6762 1.6 1.6 -1.4
H -4.5657 -0.3884 -0.2095 -0.2 0.0 -0.8
```
Positions in Å, forces in eV/Å.

Values from the calculation:
2S+1: 3
M (g mol⁻¹): 152.24
Maximum force (hartree/bohr): 0.0696
Frontier orbital gap (alpha / beta) (eV): 6.04 / 7.52
Energy above the lowest of the compared OMol25 structures with the same formula, charge and spin (kJ/mol): 179.4
HOMO (alpha / beta) (eV): -5.366 / -9.115


4.
Here is one molecule with the formula C8H6NO2P from the OMol25 dataset. Energies are from the ωB97M-V functional and the def2-TZVPD basis.

```
18
Properties=species:S:1:pos:R:3:forces:R:3
C -2.1100 -1.3652 0.1937 -0.6 1.9 1.0
C -1.9845 -1.2506 -1.1936 -2.9 -1.6 -0.1
C -1.0790 -0.7902 0.9963 1.0 -1.6 -2.1
C -0.8660 -0.8102 -1.8470 1.4 0.5 -1.2
C 0.1461 -0.6119 0.3348 -0.5 0.6 -0.9
C 0.2314 -0.5587 -1.0761 0.6 0.4 1.7
C 1.1577 1.3553 1.5611 2.1 -3.0 -3.4
C 1.8149 2.2331 0.8282 0.2 -1.8 0.1
N 1.3713 -0.2619 0.9380 0.6 4.2 1.8
O 1.4878 -0.1064 -1.5115 -0.9 -0.7 -0.6
O 2.6841 1.7774 -0.0891 0.4 -2.0 -1.0
P 2.5909 0.0345 -0.3063 -0.7 1.3 0.6
H -3.1332 -1.5936 0.6302 1.6 0.1 -0.6
H -2.9087 -1.5808 -1.7542 1.3 0.5 0.4
H -1.0410 -0.6103 2.0417 -0.6 -0.2 0.8
H -0.7445 -0.6014 -2.9148 -0.6 -0.4 0.3
H 0.5481 1.4677 2.3519 -2.1 0.2 2.4
H 1.8348 3.2733 0.8166 -0.4 1.7 0.7
```
Positions in Å, forces in eV/Å.

Values from the calculation:
2S+1: 1
M (g mol⁻¹): 179.12
Maximum force (hartree/bohr): 0.0969
SMILES: C1=CN2c3ccccc3OP2O1
Frontier orbital gap (eV): 9.41
Energy above the lowest of the compared OMol25 structures with the same formula, charge and spin (kJ/mol): 0.0
HOMO (eV): -8.512


5.
Here is one molecule with the formula C6H9NO from the OMol25 dataset. Energies are from the ωB97M-V functional and the def2-TZVPD basis.

```
17
Properties=species:S:1:pos:R:3:forces:R:3
C 0.6124 0.2877 -1.9504 0.2 -0.3 0.1
C 0.6896 -0.7113 -0.1548 0.8 -0.5 -1.5
C 0.5552 -0.7665 1.3532 -0.1 -0.4 -0.1
C -0.9664 -0.3805 1.3481 0.5 1.3 -0.3
C -1.3015 1.0765 1.2017 -1.4 -0.7 -0.1
C -0.1173 0.4385 -0.6435 0.0 -1.0 0.9
H 0.8443 1.2202 -2.4487 0.3 0.0 -0.2
H 0.2113 -0.4551 -2.6283 0.1 -0.3 -0.2
H 0.3227 -1.7162 -0.5051 0.2 1.0 -0.2
H 1.2102 -0.1025 1.9088 -0.2 0.4 0.0
H 0.7321 -1.7765 1.7721 -0.3 0.5 -0.3
H -1.6511 -1.0431 1.8689 -0.1 0.2 -0.3
H -2.2121 1.5117 1.6400 0.3 -0.5 -0.2
H -0.4978 1.7829 1.0742 0.0 0.1 0.7
H 0.4146 1.3235 -0.2641 -0.5 -0.1 0.1
N -1.4359 0.2129 -0.0266 0.4 0.9 1.6
O 1.7307 -0.2378 -1.1446 -0.1 -0.6 0.0
```
Positions in Å, forces in eV/Å.

Values from the calculation:
2S+1: 1
M (g mol⁻¹): 111.14
Maximum force (hartree/bohr): 0.0362
SMILES: C1[C@H]2CN2[C@@H]2CO[C@@H]12
Frontier orbital gap (eV): 10.53
Energy above the lowest of the compared OMol25 structures with the same formula, charge and spin (kJ/mol): 420.9
HOMO (eV): -9.361